# C4H3NOS2

An isolated molecule of C4H3NOS2 at a distorted geometry (ωB97M-V/def2-TZVPD, the Open Molecules 2025 dataset).

Each line ends with the Löwdin charge.
Cartesian coordinates (Å):
S: -0.427 1.612 0.686  0.824
N: 0.140 0.007 0.580  -0.479
C: 0.077 -0.706 -0.627  -0.513
O: 0.627 -1.763 -0.769  0.111
C: 0.769 -0.627 1.633  -0.659
C: -0.490 0.029 -1.744  -0.065
S: 1.020 0.072 3.087  0.680
H: -1.665 0.839 -3.481  0.041
C: -1.059 0.490 -2.696  0.174
H: 1.044 -1.647 1.338  0.086
H: -0.035 1.694 1.993  -0.198

Values from the calculation:
Calculated total energy (eV): -29401.7028
Net charge: 0
Multiplicity: 1
SMILES: C#CC(=O)N(S)C=S

=====

# C4H4N2OS

An isolated molecule of C4H4N2OS at a distorted geometry (ωB97M-V/def2-TZVPD, the Open Molecules 2025 dataset).

Each line ends with the Löwdin charge.
Cartesian coordinates (Å):
H: -3.698 -0.410 0.679  -0.047
N: -1.888 0.998 0.103  -0.385
C: -0.584 1.171 -0.117  -0.262
H: 1.962 2.073 -0.105  0.156
S: -2.389 -0.615 -0.052  0.667
H: 0.221 -1.923 -0.075  0.142
H: -0.229 2.295 -0.058  0.141
C: 0.839 -0.959 0.007  -0.060
C: 1.849 0.944 0.024  -0.147
O: 2.179 -1.148 -0.006  -0.032
N: 2.811 0.112 0.087  0.101
C: 0.576 0.378 -0.063  -0.275

Values from the calculation:
Calculated total energy (eV): -20072.1979
Net charge: 0
Multiplicity: 1
SMILES: S/N=C\c1cnoc1

=====

# C37H79Br2N13O10S

A cluster of 10 separate species, C37H79Br2N13O10S in total at a distorted geometry (ωB97M-V/def2-TZVPD, the Open Molecules 2025 dataset).

Each line ends with the Löwdin charge.
Cartesian coordinates (Å):
H: -0.694 6.717 0.665  0.082
N: 0.351 -6.286 -3.918  0.012
H: 2.174 -0.712 -1.321  0.014
O: -1.241 5.409 5.259  0.017
H: 0.060 -1.309 4.244  0.070
H: 3.279 -5.788 -1.016  0.053
C: -0.738 1.215 -3.096  -0.535
H: -3.153 1.525 -5.210  0.076
N: -4.951 4.829 -8.836  0.001
H: 6.533 -4.085 1.890  0.128
H: 0.231 5.363 9.213  0.084
H: 0.824 3.425 -4.986  0.083
C: 3.656 2.848 -0.207  -0.070
C: -1.170 -0.299 2.093  -0.535
O: -3.094 5.671 -9.762  0.030
H: 0.029 -5.456 -5.809  0.083
H: 3.292 -1.276 2.911  0.075
H: -2.373 -6.112 -3.453  0.083
C: 7.034 -6.379 1.262  -0.787
C: 2.807 -5.694 -0.042  -0.163
H: 1.004 0.180 4.415  0.068
H: -0.237 5.765 -8.987  0.081
H: -1.067 4.312 7.367  0.140
H: 6.104 -2.047 3.976  0.083
H: 4.711 3.129 -0.209  0.082
C: -0.070 3.860 -5.434  -0.068
C: -5.495 -4.167 6.086  -0.077
O: -1.713 0.320 1.186  0.016
H: -3.502 -5.099 2.711  0.083
H: 3.342 2.646 -1.225  0.076
C: -1.878 4.986 0.180  -0.540
H: -3.250 -0.135 -4.601  0.081
C: 5.686 -4.719 2.126  -0.233
C: 2.556 0.294 -1.158  -0.008
H: -3.388 1.229 -3.479  0.076
O: 2.856 -0.414 1.126  -0.015
H: 2.757 -3.465 6.288  0.056
O: -2.096 4.420 -0.884  0.012
C: 2.962 0.470 0.276  -0.499
H: 0.813 5.700 -7.560  0.083
H: 2.546 -0.922 5.087  0.071
N: 2.204 -2.910 5.649  0.009
Br: 1.778 -3.436 -1.363  0.724
H: -0.787 1.944 -1.104  0.075
H: -5.135 5.774 -8.541  0.135
H: -0.949 5.892 -7.377  0.084
H: 0.015 -2.089 2.081  0.073
C: -0.827 7.490 6.367  -0.005
H: -0.925 7.889 5.363  0.082
H: -5.048 -4.384 3.189  0.085
H: 3.713 1.747 1.606  0.135
H: -2.236 -6.997 -1.928  0.080
H: 3.422 -6.174 0.719  0.063
N: 3.460 1.681 0.633  0.012
H: -2.492 3.362 -10.564  0.074
H: 5.408 -1.276 2.716  0.083
O: -0.503 3.284 -8.984  0.020
H: -0.652 4.265 3.070  0.075
H: 0.503 -7.162 -5.810  0.083
N: -0.670 0.348 3.176  0.020
H: 1.795 -4.150 1.054  0.091
O: -2.285 -3.795 4.463  0.019
C: -1.551 4.741 2.680  -0.096
H: -0.545 6.896 8.791  0.071
C: -3.793 4.696 -9.544  -0.545
H: -2.062 2.595 -2.128  0.061
C: -2.892 0.871 -4.374  -0.073
C: -1.493 1.701 -1.891  -0.010
H: 1.820 -3.569 4.983  0.062
H: -4.495 -5.903 3.935  0.085
O: 0.485 1.142 -3.113  0.007
C: 4.327 -4.042 2.014  -0.240
N: 5.656 -2.187 3.082  0.120
C: -1.037 -1.799 2.057  0.008
H: -1.418 5.814 2.703  0.065
H: -5.971 -4.730 5.291  0.071
C: 5.671 -5.015 3.649  -0.403
H: -3.310 2.635 -9.183  0.080
C: -0.161 5.417 -7.962  -0.012
N: 5.893 -5.993 1.381  0.090
N: 4.842 -4.052 4.241  0.137
C: 3.236 -2.201 3.480  -0.117
N: -0.268 3.284 -6.753  0.014
H: -0.558 0.017 5.238  0.086
H: 4.000 -1.819 5.459  0.102
C: 3.024 -1.897 4.969  -0.266
H: -0.880 0.536 -4.960  0.131
H: -6.000 3.742 -7.390  0.080
H: 0.164 7.738 6.748  0.086
H: -5.592 2.832 -8.852  0.069
H: -2.389 4.474 3.318  0.078
H: -1.565 -2.253 2.897  0.057
H: -6.064 -3.251 6.258  0.083
H: -0.790 1.348 3.144  0.126
H: -6.886 4.039 -8.894  0.081
O: 6.208 -5.918 4.227  0.113
H: 3.508 -2.419 0.868  0.050
S: 8.469 -7.008 1.280  0.730
H: -3.579 -3.313 6.405  0.139
H: -0.383 2.286 -6.822  0.125
N: -4.125 -3.838 5.740  0.007
H: 0.042 4.938 -5.487  0.074
H: -5.514 -4.762 7.000  0.083
H: -2.162 0.922 -1.523  0.088
H: -1.475 -2.164 1.133  0.087
O: 0.168 -6.336 -1.691  -0.003
C: -4.177 -4.935 3.545  -0.007
H: -1.584 7.950 7.003  0.086
C: -0.094 -6.410 -5.292  -0.077
H: -2.444 6.929 0.912  0.083
C: -0.005 -0.229 4.330  -0.067
H: -0.930 3.618 -4.808  0.075
C: 4.471 -3.076 3.209  -0.454
H: -1.508 5.574 9.467  0.084
Br: 5.147 -3.487 -0.732  0.757
H: 5.169 -3.690 5.126  0.136
H: -1.139 -6.700 -5.338  0.070
H: 1.847 -6.201 -0.080  0.053
C: -1.684 6.481 0.271  -0.010
H: -1.773 6.903 -0.725  0.079
C: -1.813 -6.881 -2.920  -0.010
H: 3.074 3.685 0.182  0.082
C: -0.362 -6.484 -2.778  -0.549
H: -4.204 2.928 -10.699  0.084
C: -5.906 3.800 -8.476  -0.084
C: -1.017 5.993 6.310  -0.527
N: -1.802 4.268 1.324  0.025
N: -1.454 0.853 -4.195  0.004
C: -3.445 -4.148 4.606  -0.544
H: 1.309 -6.019 -3.749  0.133
H: 1.772 1.003 -1.411  0.056
N: -0.930 5.304 7.476  0.009
C: 3.819 -3.446 0.685  -0.662
H: 3.412 0.444 -1.818  0.099
C: -0.323 3.917 -7.954  -0.545
H: 3.646 -4.830 2.344  0.150
C: -0.673 5.819 8.808  -0.074
C: -3.433 3.312 -10.028  -0.019
H: -1.902 -7.829 -3.453  0.083
H: -1.942 3.276 1.183  0.128
C: 2.552 -4.215 0.275  -0.725
H: 2.358 -2.723 3.078  0.112

Values from the calculation:
Calculated total energy (eV): -230420.8112
Net charge: 0
Multiplicity: 1
SMILES: C[C@H](Br)[C@H](Br)[C@H]1[C@H](N=C=S)C(=O)N[C@]1(N)CCN.CNC(C)=O.CNC(C)=O.CNC(C)=O.CNC(C)=O.CNC(C)=O.CNC(C)=O.CNC(C)=O.CNC(C)=O.CNC(C)=O

=====

# C17H24N4O5Pt

A structure of composition C17H24N4O5Pt at a distorted geometry (ωB97M-V/def2-TZVPD, the Open Molecules 2025 dataset).

Each line ends with the Löwdin charge.
Cartesian coordinates (Å):
C: 4.826 1.305 0.287  -0.028
N: -2.097 0.498 -0.129  -0.282
H: 1.018 0.560 4.676  0.100
H: 3.271 1.584 4.132  0.103
H: 5.277 0.570 -2.380  0.115
C: 2.166 0.825 1.021  -0.183
C: 3.934 0.778 -0.705  -0.162
C: 1.968 -0.261 -2.421  -0.136
H: 0.388 -2.264 -2.315  0.094
H: -3.770 1.411 3.089  0.112
O: -3.579 0.779 2.377  -0.131
C: -2.793 -1.608 -3.134  -0.038
C: 3.278 -0.081 -2.870  -0.066
H: 1.170 -0.579 -3.089  0.101
C: 1.407 0.597 3.660  -0.086
H: -2.201 -0.742 1.990  0.064
C: 0.669 0.002 2.635  -0.172
C: 4.257 0.430 -2.027  -0.014
H: 5.854 1.512 -0.024  0.112
H: 0.184 -4.329 2.395  0.044
H: -0.101 -0.756 2.788  0.089
N: 0.930 0.355 1.365  -0.151
O: -2.440 1.726 0.362  -0.106
H: -4.508 1.376 -0.744  0.079
O: -0.734 -4.202 2.710  -0.083
C: -2.334 -0.958 -1.892  -0.312
O: -0.508 -2.036 -2.622  -0.089
H: -1.620 0.601 3.115  0.072
Pt: -0.231 -0.157 -0.193  1.240
H: -1.290 -4.572 1.999  0.040
H: -2.679 -2.695 -3.131  0.087
H: -0.129 2.757 -2.329  0.050
C: -2.968 -0.091 -0.987  -0.291
H: 5.124 1.877 2.333  0.112
H: -5.034 -0.273 -0.380  0.087
H: -4.773 0.220 -2.052  0.072
C: -2.445 -0.046 2.796  -0.103
C: 2.583 0.572 -0.308  -0.169
O: 0.161 2.043 -2.925  -0.070
H: -2.236 -1.231 -3.996  0.093
H: -0.179 2.307 -3.800  0.048
C: -4.390 0.329 -1.034  -0.026
C: 3.083 1.214 2.026  -0.166
H: -3.042 1.522 1.169  0.047
H: 3.490 -0.360 -3.897  0.100
C: 4.416 1.512 1.586  -0.019
N: 1.675 -0.044 -1.125  -0.050
H: -2.798 -0.633 3.659  0.094
H: -3.840 -1.388 -3.327  0.072
C: 2.623 1.189 3.355  -0.059
N: -1.030 -1.144 -1.688  -0.233

Values from the calculation:
⟨S²⟩: 2.043
Calculated total energy (eV): -37457.7329
Net charge: 0
Multiplicity: 3

=====

# C14H21N7O3

An isolated molecule of C14H21N7O3 at a distorted geometry (ωB97M-V/def2-TZVPD, the Open Molecules 2025 dataset).

Each line ends with the Löwdin charge.
Cartesian coordinates (Å):
C: -2.567 2.677 0.812  -0.180
H: -0.605 3.608 0.906  0.125
C: -2.154 2.547 -1.708  -0.199
H: -2.948 1.661 0.907  0.088
C: -1.066 2.632 1.103  -0.178
H: -0.305 2.888 -2.771  0.109
C: 3.189 -0.603 -0.385  -0.443
H: 5.754 -0.773 0.991  0.077
C: -1.627 -1.452 0.407  -0.177
H: -1.498 -3.477 -1.345  0.073
H: -3.188 -3.922 -1.271  0.109
C: -2.629 -2.360 -0.120  -0.334
C: 0.219 2.047 -0.886  -0.191
H: -2.619 2.840 -2.651  0.106
O: 4.035 -1.087 -1.087  0.134
H: -3.985 3.101 -0.730  0.107
C: -2.912 3.227 -0.568  -0.208
C: 1.800 -1.083 -0.297  -0.118
H: 6.606 0.729 1.371  0.078
N: -0.303 -1.433 0.037  0.030
N: -0.436 1.579 0.320  -0.169
N: -3.748 -2.082 0.505  0.114
H: 5.100 0.995 -0.608  0.124
H: -2.701 4.299 -0.598  0.109
H: -0.933 2.417 2.166  0.118
N: 1.425 -2.231 -0.915  0.109
H: 1.401 1.168 1.336  0.127
H: 5.222 0.225 2.354  0.078
C: 0.682 -0.546 0.335  -0.097
C: 5.633 0.247 1.347  -0.059
C: 0.431 0.705 1.093  -0.122
C: 4.708 1.014 0.414  -0.211
O: 3.390 0.461 0.412  -0.028
O: -3.473 -1.070 1.365  -0.075
N: -2.194 -0.698 1.305  0.137
H: -0.093 0.445 2.017  0.122
C: -0.676 2.943 -1.745  -0.177
N: 0.193 -2.434 -0.721  0.051
H: -2.241 1.464 -1.612  0.110
H: 1.158 2.586 -0.654  0.126
N: -2.453 -3.261 -1.095  0.148
H: 0.492 1.161 -1.469  0.120
H: 4.579 2.047 0.746  0.124
H: -0.583 3.983 -1.428  0.104
H: -3.056 3.292 1.571  0.109

Values from the calculation:
Calculated total energy (eV): -31429.2203
Net charge: 0
Multiplicity: 1
SMILES: CCOC(=O)c1nnn(-c2nonc2N)c1CN1CCCCCC1

=====

# CH3N3O

A cluster of 2 separate species, CH3N3O in total at a distorted geometry (ωB97M-V/def2-TZVPD, the Open Molecules 2025 dataset).

Each line ends with the Löwdin charge.
Cartesian coordinates (Å):
N: 1.871 -1.519 -0.826  -0.316
H: -0.637 -0.372 0.740  0.026
N: 1.524 -2.312 -0.129  0.228
N: -1.639 1.071 -0.272  0.045
H: -1.972 1.999 -0.144  0.023
C: -0.875 0.650 0.638  -0.141
O: 2.167 -0.606 -1.493  0.091
H: -0.438 1.088 1.485  0.044

Values from the calculation:
Calculated total energy (eV): -7600.3723
Net charge: 0
Multiplicity: 1
SMILES: N#[N+][O-].C=N